Record 1
Entry from the Open Molecules 2025 dataset: a structure of composition C31H49ClIrP2 in a non-equilibrium geometry (ωB97M-V with the def2-TZVPD basis set).

As for the expectation value of S²: 6.07. The energy above the lowest of the compared OMol25 structures with the same formula, charge and spin is 73.31 kcal per mole. The calculation puts the HOMO-LUMO gap (alpha / beta) at 5.04 / 3.89 eV. The value obtained for the lowest unoccupied orbital energy (alpha / beta) is -4.248 / -5.293 eV. As for the spin multiplicity: 5. As for the net charge: +1.

Last column: Mulliken spin population.
Cartesian coordinates (Å):
Ir1 -0.50337 -1.44336 -3.09302  1.1736
C1 -0.35921 -2.98666 1.54036  0.2294
C2 0.90358 -2.93573 0.87657  0.1433
C3 1.01069 -1.56602 2.72632  0.1721
C4 -0.29332 -2.12872 2.66769  0.2343
C5 1.74956 -2.05902 1.61311  0.0836
C6 -1.48444 -3.88880 1.21859  -0.0104
H1 -1.37907 -4.32381 0.21910  0.0033
H2 -2.45316 -3.36759 1.26618  0.0043
H3 -1.52227 -4.73070 1.93405  0.0197
C7 -1.38166 -1.88371 3.64080  -0.0129
H4 -2.13362 -2.68269 3.60422  -0.0020
H5 -1.90491 -0.93581 3.42386  0.0210
H6 -0.98280 -1.82337 4.66555  0.0090
C8 1.51929 -0.65878 3.77617  0.0065
H7 1.10288 -0.93829 4.75879  0.0025
H8 1.23786 0.38834 3.57235  0.0029
H9 2.61589 -0.70531 3.83505  -0.0017
C9 3.17230 -1.78365 1.33165  -0.0266
H10 3.80867 -2.55359 1.80367  0.0288
H11 3.48333 -0.80632 1.72952  0.0020
H12 3.38427 -1.80904 0.25439  0.0069
C10 1.35701 -3.81292 -0.21263  0.0921
H13 1.97989 -4.63297 0.19424  -0.0037
H14 1.95147 -3.26985 -0.96169  -0.0044
H15 0.51097 -4.28144 -0.72737  -0.0097
C11 -0.99385 -0.38102 -4.67323  0.1149
C12 -1.13588 -1.82465 -4.90301  0.0606
C13 -0.10287 -2.52687 -5.76278  -0.0173
C14 1.27574 -2.60467 -5.07041  0.0647
C15 1.23725 -2.20466 -3.60233  0.0475
C16 1.33849 -0.78571 -3.23384  0.2269
C17 1.44557 0.29758 -4.29248  0.0147
C18 0.20233 0.38611 -5.19848  0.0479
H16 -0.02773 -2.03059 -6.74164  0.0027
H17 2.01662 -1.99858 -5.60960  0.0010
H18 -0.45849 -3.55013 -5.96891  -0.0030
H19 0.44221 0.12472 -6.23716  -0.0016
H20 -1.93622 0.18068 -4.65156  0.0020
H21 -2.16530 -2.18987 -4.99049  0.0328
H22 -0.11462 1.43536 -5.21168  0.0010
H23 1.57112 1.26211 -3.77218  0.0046
H24 1.90319 -0.58444 -2.31427  0.0134
H25 2.36260 0.15285 -4.88163  -0.0127
H26 1.60961 -3.65116 -5.10700  0.0004
H27 1.72642 -2.90750 -2.91437  -0.0032
P1 -1.24700 0.12578 -0.00782  -0.0378
P2 1.75196 1.48647 0.28238  0.0080
C19 -0.79217 1.54085 -1.13195  0.0476
C20 0.41705 2.38383 -0.67388  -0.0158
H28 -1.69280 2.17755 -1.22463  0.0034
H29 -0.60427 1.08207 -2.12917  -0.0081
H30 0.90737 2.82142 -1.55773  0.0016
H31 0.06589 3.23299 -0.06314  -0.0001
C21 2.09040 2.74242 1.58877  0.0398
H32 2.83726 2.30322 2.27147  -0.0017
H33 1.18260 2.96495 2.16715  -0.0169
H34 2.49369 3.66038 1.12812  0.0000
C22 3.23849 1.83814 -0.74827  0.0099
H35 3.07876 2.72503 -1.37768  0.0010
H36 3.46487 0.97271 -1.38377  0.0010
H37 4.09813 2.01232 -0.08605  -0.0006
C23 -2.88636 0.64512 0.66008  0.0458
H38 -3.33367 -0.24145 1.14163  -0.0048
H39 -3.54858 1.00935 -0.14084  0.0009
H40 -2.76255 1.42169 1.42691  -0.0136
C24 -1.93570 -1.04855 -1.35045  0.1509
H41 -1.45849 -2.05397 -1.77412  -0.0080
H42 -2.65841 -0.53295 -1.99437  0.0371
H43 -2.56287 -1.62543 -0.63142  0.0049
Cl1 -1.63414 4.65340 1.20122  0.0161
C25 -1.84945 4.39899 2.88304  0.1966
C26 -2.36559 5.41481 3.66876  -0.1033
C27 -2.56629 5.21144 5.04815  0.2370
C28 -2.23818 3.97614 5.62850  -0.1147
C29 -1.71071 2.95212 4.86073  0.2175
C30 -1.49077 3.12150 3.45254  0.0355
C31 -0.95404 2.09767 2.69109  0.2837
H44 -2.61183 6.36792 3.21065  -0.0012
H45 -2.97066 6.01681 5.65499  0.0157
H46 -2.39553 3.82076 6.69484  -0.0036
H47 -1.44124 1.98785 5.30328  0.0136
H48 -0.74504 2.22069 1.62779  0.1296
H49 -0.75609 1.13620 3.16273  0.0716

Record 2
Entry from the Open Molecules 2025 dataset: a cluster of 2 separate species, C6H7NO3 in total in a non-equilibrium geometry (ωB97M-V with the def2-TZVPD basis set).

The energy above the lowest of the compared OMol25 structures with the same formula, charge and spin is 84.78 kcal per mole. The calculation puts the HOMO-LUMO gap at 8.81 eV. The value obtained for the lowest unoccupied orbital energy is 0.056 eV.

Last column: natural (NBO) charge in e.
Cartesian coordinates (Å):
C1 0.73788 -1.25683 0.59190  -0.0527
C2 0.84296 1.02226 0.00879  -0.3855
C3 2.78986 -1.82610 -0.30211  1.0314
C4 0.73203 1.36749 -1.22574  0.6999
C5 -2.09082 0.50711 -0.28392  -0.6188
C6 -1.15652 0.25280 0.93158  -0.2296
N1 0.16151 -0.15519 0.51595  -0.3754
O1 3.47760 -1.17527 0.39150  -0.5758
O2 0.42217 1.69690 -2.32106  -0.4372
O3 2.38557 -2.45871 -1.16940  -0.5513
H1 0.02020 -2.02682 0.92825  0.1294
H2 1.55494 1.61885 0.66254  0.2766
H3 -1.77096 1.19007 -0.96381  0.2124
H4 -2.37414 -0.36458 -0.89962  0.2167
H5 -3.03732 0.89420 0.19032  0.2179
H6 -1.59985 -0.59021 1.56958  0.2210
H7 -1.09512 1.30404 1.37525  0.2210

Record 3
Entry from the Open Molecules 2025 dataset: a cluster of 12 separate species, C38H97N17O14 in total in a non-equilibrium geometry (ωB97M-V with the def2-TZVPD basis set).

The energy above the lowest of the compared OMol25 structures with the same formula, charge and spin is 79.56 kcal per mole. The calculation puts the HOMO-LUMO gap at 6.84 eV. The value obtained for the lowest unoccupied orbital energy is -0.232 eV. As for the SMILES: CC1(C)CCCC(C)(C)N1O.CC1(C)CCCC(C)(C)N1O.CC1(C)CCCC(C)(C)N1O.NC(N)=O.NC(N)=O.NC(N)=O.NC(N)=O.NC(N)=O.NC(N)=O.NC(N)=O.OCCO.OCCO.

Last column: Mulliken charge in e.
Cartesian coordinates (Å):
C1 -18.99571 -12.97639 22.38907  -1.8872
C2 -17.85173 -12.44128 21.52703  2.2420
C3 -18.03756 -10.88429 21.24148  -1.6330
C4 -16.49076 -12.67057 22.20384  -1.6328
C5 -15.23298 -12.46589 21.24224  -0.7480
C6 -15.42069 -13.43367 20.05959  -1.2323
C7 -16.73328 -13.20511 19.35161  1.2559
C8 -16.61184 -11.87548 18.49858  -1.2336
C9 -16.74555 -14.31902 18.30351  -1.8932
N1 -17.89911 -13.13823 20.23932  0.2850
O1 -19.14348 -13.33933 19.67758  -0.3736
H1 -19.03229 -14.02204 22.08043  0.5013
H2 -18.76941 -12.95948 23.45759  0.4199
H3 -19.96109 -12.48197 22.29181  -0.0139
H4 -17.15094 -10.33145 20.94345  0.3254
H5 -18.82971 -10.64403 20.52036  -0.0197
H6 -18.63777 -10.38306 22.01008  0.6546
H7 -16.34967 -11.99975 23.05439  0.3571
H8 -16.48838 -13.65296 22.68342  0.4813
H9 -15.27044 -11.39725 21.02905  0.3431
H10 -14.35844 -12.72710 21.83777  0.4326
H11 -15.43650 -14.34750 20.66040  0.3627
H12 -14.55698 -13.38998 19.39849  0.4645
H13 -17.50834 -11.87681 17.87567  0.4148
H14 -15.72893 -11.79905 17.86106  0.4057
H15 -16.59706 -10.94698 19.06740  0.2095
H16 -17.70778 -14.28030 17.79274  0.3895
H17 -16.53386 -15.30251 18.72727  0.4306
H18 -15.91876 -14.17540 17.60807  0.3963
H19 -19.33749 -12.42726 19.41144  0.2707
C10 -17.85080 -6.95974 22.26872  -1.6751
C11 -19.29973 -6.37309 22.33913  1.4063
C12 -20.21423 -7.28927 21.53520  -0.9755
C13 -19.85943 -6.48134 23.72577  0.2189
C14 -19.41675 -5.35394 24.60353  -1.3586
C15 -19.51600 -3.90484 24.07328  -1.0164
C16 -19.00475 -3.73210 22.60298  1.3174
C17 -19.75895 -2.54000 21.99474  -1.9859
C18 -17.51293 -3.34082 22.67170  -1.7209
N2 -19.28700 -5.01827 21.89848  1.1690
O2 -18.93118 -4.92634 20.50904  -0.4908
H20 -17.77198 -8.02330 22.49300  0.3556
H21 -17.28536 -6.40148 23.01799  0.3829
H22 -17.40111 -6.78773 21.29088  0.4680
H23 -21.20856 -6.84538 21.44418  -0.9501
H24 -20.37187 -8.27126 21.97917  0.2668
H25 -19.79644 -7.33200 20.52752  0.6870
H26 -20.93829 -6.35242 23.60840  -0.6692
H27 -19.49294 -7.39593 24.18992  0.6394
H28 -18.37174 -5.62274 24.80249  0.4588
H29 -19.82030 -5.42391 25.61629  0.4035
H30 -18.91292 -3.29246 24.74322  0.4354
H31 -20.55914 -3.58840 24.11644  0.3265
H32 -19.49511 -2.40019 20.94761  0.3777
H33 -20.84034 -2.64051 22.10844  0.3654
H34 -19.56531 -1.64076 22.58154  0.4329
H35 -17.31624 -2.39031 23.16791  0.4450
H36 -16.99511 -4.04230 23.33353  0.3860
H37 -16.94961 -3.38426 21.73858  0.3327
H38 -17.97666 -5.05465 20.58407  0.3180
C19 -24.02041 -5.70334 23.98027  -1.6015
C20 -24.30852 -7.05256 24.62882  1.5211
C21 -23.30592 -8.11316 24.10191  -0.3617
C22 -24.24056 -6.84861 26.16883  -1.2765
C23 -24.86843 -8.03011 26.93664  -0.6364
C24 -26.33882 -8.12800 26.44319  -1.3136
C25 -26.52371 -8.40310 24.94420  2.1972
C26 -26.08328 -9.84326 24.68542  -2.7742
C27 -27.99741 -8.06671 24.58858  -2.0496
N3 -25.67539 -7.40883 24.19274  -0.2211
O3 -25.81058 -7.47085 22.76031  -0.0789
H39 -24.65142 -4.84030 24.21064  0.3480
H40 -23.09741 -5.41138 24.49162  0.5710
H41 -24.02144 -5.67716 22.89133  -0.1558
H42 -23.15648 -8.00145 23.02965  -0.6370
H43 -22.32323 -8.22452 24.56848  0.4254
H44 -23.72860 -9.04286 24.48589  0.2544
H45 -23.18288 -6.91866 26.43769  0.4116
H46 -24.58125 -5.85352 26.45072  0.4303
H47 -24.22170 -8.90532 26.92164  0.2677
H48 -25.09390 -7.82172 27.98491  0.4576
H49 -26.97421 -7.31943 26.80356  0.3928
H50 -26.63092 -8.98116 27.06385  0.4062
H51 -25.29156 -10.24424 25.32118  0.6336
H52 -25.93150 -10.16854 23.65538  0.1701
H53 -26.86237 -10.53223 25.03559  0.9655
H54 -28.30480 -7.07680 24.92892  0.4436
H55 -28.74857 -8.74891 24.98766  0.4014
H56 -28.14313 -8.07760 23.50679  0.4309
H57 -26.64715 -6.99792 22.70250  0.3213
N4 -23.57462 -7.37899 20.49262  1.3174
C28 -22.72719 -6.52227 19.90804  0.0691
N5 -22.34744 -5.38926 20.52018  -0.2636
O4 -22.40452 -6.85243 18.74987  -0.8804
H58 -23.64644 -8.11875 19.81170  -0.5796
H59 -24.02787 -7.30407 21.38895  -0.5645
H60 -22.92890 -4.88091 21.16557  0.2195
H61 -21.64095 -4.79483 20.11931  0.1919
N6 -27.13607 -7.31763 17.77820  -0.4281
C29 -26.64475 -7.36923 19.02642  0.2953
N7 -27.12740 -6.48678 19.91931  -0.4401
O5 -25.92455 -8.31222 19.37023  -0.1879
H62 -26.90826 -8.10568 17.19330  0.2705
H63 -27.99828 -6.82600 17.61144  0.2188
H64 -27.11148 -5.56903 19.49066  0.2569
H65 -26.67480 -6.57475 20.81670  0.1189
N8 -25.32374 -12.57380 16.03830  -0.4268
C30 -25.42524 -11.36627 16.64255  0.6707
N9 -26.18371 -11.37755 17.75879  -0.1755
O6 -24.82431 -10.37600 16.25997  -0.6063
H66 -24.85364 -12.48002 15.15178  0.2293
H67 -25.75323 -13.42375 16.35033  0.1432
H68 -26.20434 -10.58020 18.37863  -0.0312
H69 -26.95091 -12.01800 17.87476  0.1937
N10 -20.25247 -8.92989 18.24768  -0.2011
C31 -20.48387 -10.20530 17.93937  0.5493
N11 -21.82182 -10.44455 17.95277  -0.1678
O7 -19.63292 -11.06404 17.70648  -0.7119
H70 -21.00551 -8.31492 18.49300  0.1007
H71 -19.27332 -8.69368 18.19949  0.1604
H72 -21.91654 -11.41630 18.21234  0.1537
H73 -22.37878 -9.63814 18.17335  0.1001
N12 -28.02209 -15.20370 20.52981  -0.4237
C32 -26.77729 -14.69529 20.39853  0.4363
N13 -26.37001 -15.06632 19.13896  -0.4496
O8 -26.06568 -14.10514 21.19305  -0.7900
H74 -28.43232 -15.88157 19.91944  0.1608
H75 -28.49543 -15.14766 21.42026  0.2210
H76 -26.95868 -15.68154 18.61510  0.1424
H77 -25.40493 -14.98230 18.86126  0.2246
N14 -25.15852 -14.34761 26.14055  -0.4677
C33 -26.06656 -13.78306 25.25419  0.5718
N15 -25.37686 -13.04733 24.39144  0.3069
O9 -27.28108 -13.80115 25.41105  -0.6475
H78 -25.46945 -15.20088 26.58524  0.2428
H79 -24.15577 -14.32948 26.20686  0.1742
H80 -25.99002 -12.37351 23.95249  -0.6271
H81 -24.38332 -13.09887 24.27664  0.1379
N16 -28.59658 -12.11684 23.31822  -0.0538
C34 -28.74030 -10.83840 22.91013  0.4184
N17 -27.81598 -10.52089 21.94998  0.2032
O10 -29.75665 -10.18515 23.07297  -0.7197
H82 -29.40355 -12.54295 23.74379  0.2248
H83 -27.93453 -12.78607 22.96393  -0.0772
H84 -27.13171 -11.21840 21.70020  -0.2476
H85 -28.03400 -9.76341 21.32676  0.1400
O11 -23.68387 -17.20121 21.38927  -0.5286
C35 -22.57224 -16.39111 21.48314  -0.5706
C36 -22.71238 -15.43662 22.68587  -0.5353
O12 -23.58030 -14.39278 22.36543  0.0008
H86 -23.84325 -17.50866 20.49525  0.3223
H87 -21.71330 -17.05541 21.65442  0.4182
H88 -22.26409 -15.87934 20.56662  0.3395
H89 -21.76560 -15.07673 23.08874  0.4793
H90 -23.11899 -16.02486 23.51725  0.2681
H91 -24.40567 -14.73949 22.00225  0.0480
O13 -25.11380 -11.54830 21.77999  0.9816
C37 -24.22469 -10.68203 21.12685  0.9474
C38 -22.75477 -10.89785 21.71175  -0.1901
O14 -22.20860 -12.11133 21.22634  -0.1410
H92 -25.06968 -12.46497 21.47680  -0.2713
H93 -24.12483 -10.84585 20.05331  -0.1070
H94 -24.39373 -9.65016 21.42878  -0.5941
H95 -22.87149 -10.89884 22.80000  0.1746
H96 -22.09404 -10.06004 21.48390  0.0696
H97 -22.70924 -12.82210 21.65068  -0.0765

Record 4
Entry from the Open Molecules 2025 dataset: a cluster of 2 separate species, C4H10S in total in a non-equilibrium geometry (ωB97M-V with the def2-TZVPD basis set).

The energy above the lowest of the compared OMol25 structures with the same formula, charge and spin is 37.58 kcal per mole. The calculation puts the HOMO-LUMO gap at 9.79 eV. The value obtained for the lowest unoccupied orbital energy is 0.749 eV. As for the SMILES: C=C(C)C.S.

Last column: natural (NBO) charge in e.
Cartesian coordinates (Å):
C1 0.73137 1.38636 0.87932  -0.4563
C2 0.76746 0.25257 0.12361  0.0754
C3 0.88399 -1.01877 0.92626  -0.6420
C4 0.85757 0.11987 -1.32064  -0.6622
H1 0.42580 1.42104 1.90806  0.1855
H2 0.51017 2.35001 0.55240  0.1864
H3 0.96077 -0.67506 1.88614  0.2182
H4 0.11249 -1.68949 0.62972  0.2087
H5 1.75416 -1.56047 0.59089  0.2056
H6 1.22568 1.04083 -1.74733  0.2218
H7 -0.25516 -0.12134 -1.68504  0.2402
H8 1.58871 -0.59501 -1.56739  0.2132
S1 -3.07389 -0.76170 -0.84921  -0.3049
H9 -2.75675 -0.56994 0.50157  0.1610
H10 -3.73238 0.42109 -0.82835  0.1494